1.
{
  "formula": "H38O19",
  "method": "the ωB97M-V functional and the def2-TZVPD basis",
  "e_homo_ha": -0.3891,
  "largest_force_ev_per_a": 3.1,
  "e_above_lowest_kcal_mol": 108.8,
  "orbital_gap_ev": 10.240,
  "symbols": ["O", "H", "H", "O", "H", "H", "O", "H", "H", "O", "H", "H", "O", "H", "H", "O", "H", "H", "O", "H", "H", "O", "H", "H", "O", "H", "H", "O", "H", "H", "O", "H", "H", "O", "H", "H", "O", "H", "H", "O", "H", "H", "O", "H", "H", "O", "H", "H", "O", "H", "H", "O", "H", "H", "O", "H", "H"],
  "positions_angstrom": [[-1.461424, 4.250625, -2.215750], [-0.950642, 5.019174, -1.958114], [-1.389828, 4.082289, -3.157834], [3.027295, 1.494698, -0.636250], [2.835714, 2.452648, -0.573385], [3.651713, 1.703080, 0.094914], [-2.032421, 0.199879, 0.678272], [-2.695865, 0.889075, 0.536894], [-1.382819, 0.603814, 1.268093], [4.314830, 0.097981, -2.849608], [3.623393, -0.319390, -3.352703], [4.262524, 0.755562, -2.166549], [-2.460991, -1.360597, -1.642057], [-3.146452, -1.437430, -0.967882], [-1.796915, -0.814230, -1.179024], [1.491835, 0.036058, 2.867589], [0.514124, 0.008884, 3.014275], [1.482773, -0.239062, 1.937820], [-4.365577, 1.354999, -0.990630], [-4.470574, 2.282221, -0.771562], [-4.784604, 1.149085, -1.828014], [1.437570, -0.174357, -3.099868], [0.581177, -0.608351, -3.192936], [1.276445, 0.630609, -2.591311], [0.693593, -1.621399, 0.570336], [1.556659, -2.046836, 0.642445], [0.051768, -2.311047, 0.796953], [1.875513, -3.144255, -2.192095], [1.148909, -3.052210, -1.568820], [1.675962, -2.723770, -3.028176], [-1.629480, -3.429485, 0.200046], [-2.272296, -2.818800, -0.177106], [-2.019724, -4.308986, 0.213929], [4.694972, -1.482267, -0.196293], [4.848452, -1.763802, -1.110565], [4.171647, -0.687646, -0.354759], [3.185900, 3.048357, 2.242637], [3.458243, 2.333147, 2.844887], [2.248635, 2.843765, 2.409412], [3.215184, -3.414111, 2.082337], [3.043963, -2.477332, 2.064746], [2.867734, -4.049274, 1.451100], [-1.113609, 0.308490, 3.386695], [-1.319915, -0.637830, 3.334517], [-1.944002, 0.634736, 3.764718], [-2.446513, 2.402158, 3.059476], [-2.645922, 3.344537, 2.975197], [-1.695703, 2.208154, 2.493445], [-0.222467, 1.677257, -0.535727], [0.423644, 0.949392, -0.587543], [-0.884670, 1.200981, -1.056047], [-3.083849, 1.768872, -3.131922], [-2.414823, 1.867450, -2.436010], [-2.903815, 0.911567, -3.541090], [-3.334625, -2.862255, 2.526682], [-3.749338, -2.045612, 2.209416], [-3.041303, -2.679214, 3.422787]],
  "forces_ev_per_angstrom": [[-0.5, -0.5, 0.4], [0.2, 0.0, -0.4], [0.2, 0.4, -0.1], [0.9, 1.9, 1.3], [-1.2, -0.2, -1.2], [0.2, -1.6, 0.2], [-0.5, -0.1, 0.1], [-0.1, -0.2, -0.2], [0.0, -0.3, -0.1], [2.8, -1.0, -0.8], [-1.1, 0.8, 0.8], [-1.6, 0.2, 0.0], [0.3, 0.2, 0.1], [-0.2, 0.4, -0.2], [-0.4, -0.3, 0.0], [-0.9, -0.1, -0.5], [1.3, 0.4, 0.4], [0.4, 0.0, 0.1], [0.0, -0.6, 1.5], [-0.3, 0.1, -0.5], [0.2, 0.5, -0.1], [-0.3, 0.0, -0.1], [0.1, 0.2, 0.0], [0.1, -0.1, -0.1], [0.1, 0.1, -0.1], [0.0, -0.1, -0.2], [-0.2, 0.0, -0.1], [0.6, -0.6, 0.3], [-0.2, 0.3, -0.4], [-0.3, 0.2, 0.2], [0.5, -0.1, 0.1], [0.2, -0.4, -0.1], [-0.1, 0.2, 0.1], [-0.2, 0.2, -0.3], [0.0, -0.1, 0.2], [0.0, 0.0, 0.1], [-0.8, -1.2, 0.8], [1.0, 0.3, -0.2], [-0.2, 0.7, -0.7], [0.8, -1.2, 1.4], [-0.5, 0.0, -0.9], [-0.3, 1.1, -0.4], [-0.9, -1.1, 0.4], [0.3, 0.0, -0.3], [0.3, 0.6, 0.0], [-0.5, 0.5, 0.0], [0.2, -0.3, 0.0], [0.1, 0.3, 0.0], [0.7, -0.9, -1.0], [0.6, 0.5, 0.8], [-0.6, 0.7, 0.3], [0.7, 0.0, -0.7], [-0.4, 0.0, -0.2], [0.0, 0.1, 0.1], [-0.2, 0.3, -0.1], [0.2, -0.2, 0.2], [-0.1, 0.0, 0.1]]
}



2.
{
  "formula": "H39O19",
  "method": "the ωB97M-V functional and the def2-TZVPD basis",
  "e_homo_ha": -0.4793,
  "largest_force_ev_per_a": 3.9,
  "total_charge": 1,
  "e_above_lowest_kcal_mol": 57.3,
  "orbital_gap_ev": 10.088,
  "symbols": ["O", "H", "H", "O", "H", "H", "O", "H", "H", "O", "H", "H", "O", "H", "H", "O", "H", "H", "O", "H", "H", "O", "H", "O", "H", "H", "O", "H", "H", "O", "H", "H", "O", "H", "H", "O", "H", "H", "O", "H", "H", "O", "H", "H", "O", "H", "H", "O", "H", "H", "O", "H", "H", "O", "H", "H", "H", "H"],
  "positions_angstrom": [[-3.765318, 2.188464, -1.433995], [-1.770893, 4.910819, 1.290227], [-4.601725, 1.676323, -1.453948], [1.141837, 4.373133, -2.202295], [1.110705, 3.460333, -1.785843], [-2.249338, -3.160644, 0.091490], [1.846651, 0.355201, 1.124827], [0.035889, -2.927252, 1.954324], [-1.881873, 4.768183, -0.299795], [-1.415391, -3.657681, -0.234946], [-2.962974, -1.807169, 1.589308], [2.059624, 0.683132, 2.008638], [1.890896, -3.094799, -1.324271], [2.383018, -2.172311, -1.358593], [2.438531, -3.460316, -2.047845], [1.846042, 3.203025, 1.055545], [2.894468, 1.564502, -2.888030], [1.357923, 4.059806, 0.854580], [-3.440005, -2.650068, 1.293238], [1.473713, -3.006704, 0.693776], [0.228814, 4.662579, -2.042807], [-1.799906, 4.291202, 0.504785], [-2.974681, -1.893249, -2.209314], [-0.477748, -1.757295, -1.608600], [0.360815, -2.091936, -2.071383], [-0.680165, -0.870674, -1.810626], [-2.605521, 2.460640, 2.601140], [-0.813374, -2.967667, -0.794873], [-0.982218, -4.084648, 0.548690], [0.940331, -2.157592, 0.503592], [1.417170, 1.197761, 0.822168], [1.373674, -1.391269, 0.878340], [-0.671091, -3.429657, 2.429290], [-1.094842, -2.618205, 2.914846], [-3.133220, 2.863682, 3.292396], [-2.297747, -0.151867, 1.165460], [-3.248857, 2.505542, 1.915221], [2.574780, 3.386403, 0.408580], [-3.442327, -1.735688, -1.377035], [-3.102775, -0.880147, -1.177444], [1.824328, 1.013248, -1.844943], [3.299176, -1.215125, 2.916929], [2.876569, -1.772397, 3.543775], [-4.348777, -2.576701, 1.006088], [4.822578, -1.935726, 0.668930], [-1.464041, 2.975778, -1.972075], [3.945654, -1.564751, 0.806884], [-0.876176, 2.708874, -2.678646], [-3.396167, 1.934223, -0.563288], [-1.361178, 2.545430, -3.496148], [2.487083, 1.729814, -2.014821], [-1.638926, -0.164281, 0.492017], [4.257048, -1.535589, 2.751993], [2.921231, -0.615797, -1.228013], [3.228930, 0.225588, -1.642602], [3.112274, -0.379148, -0.335030], [-2.342478, 0.626135, 1.759352], [4.689986, -2.643483, 0.010796]],
  "forces_ev_per_angstrom": [[-0.3, -0.9, 0.9], [-0.1, -0.9, -1.7], [0.6, 0.5, -0.2], [-0.3, -1.1, 1.5], [0.3, 1.5, -1.1], [0.2, -0.4, 0.3], [-0.8, 1.7, 0.1], [-0.4, -0.3, 0.2], [-0.2, 1.2, -0.7], [0.2, 0.5, -0.6], [-1.8, -1.0, -0.9], [0.5, -0.7, 0.3], [2.6, 1.4, -2.6], [-1.5, -1.5, 0.7], [-0.5, -0.7, 0.2], [0.1, 2.3, -1.7], [-0.7, 0.4, 0.3], [0.2, -1.6, 0.8], [2.1, 0.0, 0.6], [-0.7, 2.4, -0.6], [0.5, 0.1, -0.4], [0.3, -0.3, 2.3], [-0.4, -0.5, -0.1], [1.4, -2.4, -1.1], [-1.1, 0.9, 1.1], [-0.1, 1.5, -0.6], [0.2, -0.3, 0.6], [-1.1, -0.5, 1.3], [-0.4, 0.8, -0.3], [0.1, -2.5, 1.8], [0.4, -0.8, -0.3], [0.5, 0.6, 0.6], [-0.4, 2.9, 1.0], [0.8, -2.6, -1.1], [0.2, 0.0, 0.8], [-1.6, -0.2, 1.0], [-0.6, 0.2, -1.5], [-0.4, -0.8, 0.8], [0.2, -0.8, -0.8], [0.0, 1.3, 0.7], [0.6, 1.1, -0.6], [2.5, 0.4, -1.5], [-0.1, -0.9, 0.9], [-0.1, 0.8, 0.0], [0.0, -0.5, -0.4], [-0.7, -0.2, -0.3], [0.0, -0.2, 0.2], [0.5, -0.6, -0.1], [-0.2, 0.3, -0.6], [-0.3, 0.2, 0.4], [-0.4, -0.4, -0.3], [1.1, 0.6, -0.2], [-2.4, 0.5, 0.7], [0.5, 0.2, -1.3], [0.1, -0.9, 0.0], [-0.2, 0.1, 1.5], [0.8, -0.2, -0.5], [0.2, 0.5, 0.4]]
}



3.
{
  "formula": "H39O20",
  "method": "the ωB97M-V functional and the def2-TZVPD basis",
  "e_homo_ha": -0.2887,
  "largest_force_ev_per_a": 2.2,
  "total_charge": -1,
  "e_above_lowest_kcal_mol": 28.7,
  "orbital_gap_ev": 10.132,
  "symbols": ["O", "H", "O", "H", "H", "O", "H", "H", "O", "H", "H", "O", "H", "H", "O", "H", "H", "O", "H", "H", "O", "H", "H", "O", "H", "H", "O", "H", "H", "O", "H", "H", "O", "H", "H", "O", "H", "H", "O", "H", "H", "O", "H", "H", "O", "H", "H", "O", "H", "H", "O", "H", "H", "O", "H", "H", "O", "H", "H"],
  "positions_angstrom": [[-1.825597, 1.155348, -0.689762], [-2.618469, 1.638309, -0.952442], [-2.523803, -1.282796, -0.603969], [-2.087784, 0.161747, -0.544303], [-3.471961, -1.364178, -0.758908], [-1.444403, -0.816290, -3.065871], [-0.841987, -0.252069, -2.587977], [-2.037601, -1.203947, -2.368876], [0.630902, 2.270575, -1.062077], [1.207325, 1.504009, -1.253290], [-0.292761, 1.963893, -1.132816], [0.635350, -0.187029, 2.497051], [-0.208330, -0.299190, 2.035903], [0.564757, -0.600893, 3.368021], [4.932765, -1.072093, 1.397933], [3.957995, -1.120034, 1.221652], [5.094906, -0.140152, 1.544639], [2.107231, 2.621244, 4.375705], [1.772500, 2.702368, 3.465067], [2.228927, 1.681823, 4.468594], [-0.304697, -2.684423, -1.031063], [-0.416033, -2.337589, -1.923398], [-0.988846, -2.132257, -0.598239], [2.310740, -1.336583, 0.766485], [1.944612, -1.932102, 0.088265], [1.595701, -1.152979, 1.424275], [0.065643, -1.921964, -4.949440], [-0.711125, -2.219107, -5.409847], [-0.265273, -1.553454, -4.109324], [-0.953152, -1.187270, 4.657115], [-0.528593, -1.655846, 5.391535], [-1.898047, -1.199186, 4.799694], [-2.282035, -0.388865, 1.912617], [-2.262745, 0.533588, 2.191322], [-2.221753, -0.676219, 0.968465], [1.680903, 2.843643, 1.447942], [1.622995, 1.911600, 1.220690], [1.451509, 3.215822, 0.577181], [1.059292, 4.527567, -2.669909], [0.967138, 3.635820, -2.272775], [1.358487, 5.101340, -1.952899], [0.642163, 0.770911, -5.241178], [0.158335, 0.899225, -6.065751], [0.515410, -0.180808, -5.060098], [1.011664, -5.666432, -1.430139], [1.898383, -5.501904, -1.110910], [0.731664, -4.842186, -1.758043], [-2.970068, -3.399476, 1.097844], [-2.717614, -2.571986, 0.633659], [-2.366892, -4.028804, 0.705416], [1.525851, -0.359581, -1.800776], [1.588170, -0.812491, -0.947082], [2.416214, -0.292109, -2.164250], [-2.327565, 4.347090, 2.980431], [-1.615964, 4.623235, 3.569115], [-2.002059, 3.508271, 2.574350], [-1.350914, 2.083473, 1.744330], [-1.593916, 2.041970, 0.769598], [-0.547546, 2.629425, 1.620520]],
  "forces_ev_per_angstrom": [[-0.1, 0.4, -0.1], [0.0, -0.4, -0.2], [0.0, 0.4, -0.1], [-0.4, 0.3, -0.6], [0.1, 0.0, 0.2], [-0.6, -0.8, -0.1], [0.2, 0.6, 0.4], [0.5, 0.6, 0.0], [0.5, 0.2, -0.1], [-0.6, 0.0, -0.1], [0.2, -0.4, 0.1], [1.1, -0.1, -0.3], [-0.7, 0.0, 0.6], [-0.7, 0.1, -0.3], [-0.7, -0.1, -0.1], [0.8, -0.1, 0.1], [0.1, 0.2, 0.0], [-0.2, 0.4, -0.4], [0.2, 0.2, 0.2], [0.1, -0.5, 0.1], [0.4, 0.3, 0.2], [0.3, -0.2, -0.3], [-0.2, -0.5, 0.1], [-0.5, -0.4, -0.6], [0.1, -0.4, 0.9], [0.2, 0.2, 0.0], [1.0, -0.1, 0.1], [-0.5, -0.1, -0.2], [-0.6, -0.3, 0.0], [0.9, -0.1, 0.4], [-0.5, 0.2, -0.2], [-0.3, -0.1, -0.1], [0.1, -1.4, 1.0], [0.2, -0.1, -1.1], [-0.6, 1.0, 0.5], [-0.2, 0.3, -0.4], [0.0, -0.5, 0.3], [0.0, 0.1, 0.3], [0.1, 0.0, 0.1], [0.0, 0.4, 0.0], [-0.1, -0.3, -0.2], [0.0, -0.1, -0.1], [0.1, 0.1, 0.2], [0.1, 0.3, -0.4], [0.5, -1.7, 0.5], [0.2, 0.0, 0.1], [-0.8, 1.8, -0.5], [0.0, 0.2, 0.0], [-0.3, -0.3, 0.2], [0.2, -0.4, -0.1], [-0.2, 0.3, -0.3], [0.2, 0.5, -0.3], [0.0, -0.1, 0.1], [0.3, -0.2, -0.1], [-0.1, 0.0, -0.1], [-0.4, 0.4, 0.3], [0.6, 1.5, -1.5], [-0.1, -0.8, 1.1], [0.1, -0.5, 0.8]]
}